Version 1
The molecule C6H12N2O, computed with the ωB97M-V functional and the def2-TZVPD basis.

The geometry in XYZ format:
```
21
Properties=species:S:1:pos:R:3
C 0.742 2.364 -0.333
C 0.643 1.256 0.773
C 1.839 0.221 0.604
C 1.370 -1.247 0.680
C 0.232 -1.368 -0.360
N -0.829 -0.379 -0.065
N -2.057 -0.475 -0.719
O -1.731 -1.257 -1.670
C -0.670 0.563 1.022
H 0.168 3.245 0.222
H 1.576 2.938 -0.667
H 0.292 2.066 -1.206
H 0.934 1.887 1.687
H 2.620 0.507 1.342
H 2.207 0.393 -0.376
H 2.177 -1.887 0.456
H 1.034 -1.479 1.636
H -0.414 -2.226 -0.114
H 0.646 -1.286 -1.344
H -0.655 -0.295 1.821
H -1.469 1.436 1.071
```

## Properties
**Total charge**: 0
**LUMO level**: 0.0272 Eh
**SMILES**: C[C@@H]1CCCN(N=O)C1

=====

Version 2
A cluster of 2 separate species, C6H12N2O in total, computed with the ωB97M-V functional and the def2-TZVPD basis.

The geometry in XYZ format:
```
21
Properties=species:S:1:pos:R:3
C 3.118 0.399 -0.121
C 2.088 0.595 -1.189
C 1.465 -0.300 -2.025
N 0.342 0.331 -2.481
C 0.342 1.629 -1.868
N 1.381 1.752 -1.087
H 4.050 -0.047 -0.403
H 2.596 -0.169 0.691
H 3.167 1.264 0.524
H 1.915 -1.219 -2.390
H -0.179 0.165 -3.324
H -0.557 2.227 -1.831
C -1.479 -1.314 1.850
C -2.844 -0.720 1.523
O -2.845 0.690 1.355
H -0.660 -0.588 1.627
H -1.115 -2.135 1.230
H -1.234 -1.614 2.886
H -2.985 -1.102 0.514
H -3.577 -0.950 2.296
H -2.989 1.108 2.223
```

## Properties
**Total charge**: 0
**LUMO level**: 0.0330 Eh
**SMILES**: Cc1c[nH]cn1.CCO

=====

Version 3
A cluster of 2 separate species, C6H12N2O in total, computed with the ωB97M-V functional and the def2-TZVPD basis.

The geometry in XYZ format:
```
21
Properties=species:S:1:pos:R:3
C 0.682 2.386 -0.803
C 0.049 0.988 -0.273
C 0.418 -0.216 -0.965
C -0.163 -1.389 -1.509
N 0.876 -2.097 -2.154
C 2.053 -1.395 -1.957
N 1.806 -0.349 -1.181
H 0.548 2.408 -1.828
H 1.790 2.273 -0.766
H 0.292 3.241 -0.323
H 0.117 0.916 0.801
H -1.053 1.018 -0.219
H -1.197 -1.761 -1.339
H 0.813 -3.062 -2.529
H 3.047 -1.587 -2.409
C -1.486 -0.180 3.280
O -2.124 0.078 2.057
H -0.444 -0.085 3.176
H -1.996 0.582 3.911
H -1.768 -1.221 3.621
H -2.261 -0.549 1.407
```

## Properties
**Total charge**: 0
**LUMO level**: 0.0281 Eh
**SMILES**: CCc1c[nH]cn1.CO

=====

Quick ranking, most stable first: version 2, version 3, version 1.

=====

Version 1
A cluster of 2 separate species, C6H12N2O in total, computed with the ωB97M-V functional and the def2-TZVPD basis.

The geometry in XYZ format:
```
21
Properties=species:S:1:pos:R:3
C -1.671 1.605 0.093
C -0.252 1.762 0.677
C 0.225 0.420 1.241
C -0.163 -0.174 2.386
N 0.701 -1.258 2.556
C 1.608 -1.199 1.541
N 1.377 -0.200 0.734
H -1.542 1.126 -0.871
H -2.162 2.580 0.089
H -2.344 1.064 0.772
H 0.536 2.228 0.092
H -0.321 2.292 1.641
H -0.880 -0.037 3.175
H 0.639 -1.857 3.358
H 2.392 -1.916 1.394
C 0.069 -1.071 -3.435
O 0.564 -1.490 -2.149
H -0.681 -0.294 -3.566
H 0.913 -0.712 -4.019
H -0.201 -2.045 -3.857
H 1.195 -0.826 -1.851
```

## Properties
**Total charge**: 0
**LUMO level**: 0.0345 Eh
**SMILES**: CCc1c[nH]cn1.CO

=====

Version 2
A cluster of 2 separate species, C6H12N2O in total, computed with the ωB97M-V functional and the def2-TZVPD basis.

The geometry in XYZ format:
```
21
Properties=species:S:1:pos:R:3
C 0.959 -1.080 -0.498
C 0.824 0.057 -1.468
N 0.299 1.161 -0.784
C 1.241 1.681 0.424
C 1.150 0.582 1.461
C 0.294 -0.396 0.729
N -0.640 0.368 -0.018
H 0.213 -1.812 -0.708
H 1.918 -1.601 -0.366
H 1.767 0.162 -2.046
H 0.088 -0.303 -2.145
H 0.713 2.633 0.780
H 2.273 2.050 0.207
H 2.078 0.129 1.687
H 0.545 0.823 2.370
H -0.237 -1.090 1.449
H -1.210 0.856 0.691
C -3.060 -1.079 -0.396
O -4.059 -0.534 0.012
H -3.126 -1.707 -1.388
H -2.029 -0.898 0.006
```

## Properties
**Total charge**: 0
**LUMO level**: 0.0293 Eh
**SMILES**: C1CN2CCC1N2.C=O

=====

Quick ranking, most stable first: version 1, version 2.

=====

Version 1
A cluster of 2 separate species, C6H12N2O in total, computed with the ωB97M-V functional and the def2-TZVPD basis.

The geometry in XYZ format:
```
21
Properties=species:S:1:pos:R:3
H -1.758 -2.459 0.035
N -1.430 -1.952 0.886
C -1.411 -0.734 0.600
C -1.039 0.328 1.574
O -1.905 -0.407 -0.671
C -1.737 0.888 -1.207
H -1.891 0.979 1.766
H -0.216 0.933 1.196
H -0.741 -0.162 2.496
H -0.706 1.028 -1.544
H -2.414 0.957 -2.051
H -1.995 1.672 -0.485
C 1.664 -1.871 -0.870
C 1.768 -0.589 -0.719
C 1.857 0.699 -0.546
N 2.020 1.340 0.700
H 0.726 -2.389 -0.725
H 2.514 -2.487 -1.128
H 1.743 1.382 -1.381
H 2.629 2.147 0.653
H 2.322 0.699 1.424
```

## Properties
**Total charge**: 0
**LUMO level**: 0.0295 Eh
**SMILES**: [H]/N=C(/C)OC.C=C=CN

=====

Version 2
The molecule C6H12N2O, computed with the ωB97M-V functional and the def2-TZVPD basis.

The geometry in XYZ format:
```
21
Properties=species:S:1:pos:R:3
C -1.674 0.341 1.113
C -0.565 0.273 0.357
N 0.706 -0.175 0.853
C 0.714 -1.372 1.718
C 2.058 0.127 0.374
N -0.658 0.515 -0.988
C -1.566 -0.228 -1.839
C 0.243 1.530 -1.507
O 0.343 1.810 -2.692
H -2.625 0.633 0.682
H -1.669 0.080 2.164
H 1.548 -1.368 2.428
H -0.168 -1.462 2.357
H 0.796 -2.274 1.102
H 2.806 -0.105 1.141
H 2.201 1.188 0.159
H 2.281 -0.499 -0.498
H -1.194 -0.245 -2.868
H -1.654 -1.259 -1.480
H -2.541 0.269 -1.842
H 0.616 2.222 -0.734
```

## Properties
**Total charge**: 0
**LUMO level**: 0.0304 Eh
**SMILES**: C=C(N(C)C)N(C)C=O

=====

Quick ranking, most stable first: version 2, version 1.

=====

Version 1
The molecule C4H3NO3, computed with the ωB97M-V functional and the def2-TZVPD basis.

The geometry in XYZ format:
```
11
Properties=species:S:1:pos:R:3
O 2.292 -1.120 1.198
N 1.900 -0.138 0.479
O 2.673 0.729 -0.006
C 0.548 -0.016 0.135
C -0.334 -0.937 0.007
C -1.543 -0.229 -0.391
C -1.130 1.062 -0.450
O 0.210 1.258 -0.115
H -0.427 -2.000 0.220
H -2.451 -0.769 -0.700
H -1.738 2.160 -0.378
```

## Properties
**Total charge**: 0
**LUMO level**: -0.0293 Eh
**SMILES**: O=[N+]([O-])c1ccco1

=====

Version 2
The molecule C4H3NO3, computed with the ωB97M-V functional and the def2-TZVPD basis.

The geometry in XYZ format:
```
11
Properties=species:S:1:pos:R:3
O 1.770 0.850 2.169
C 0.779 0.459 1.664
N -0.587 -0.013 1.963
C -1.159 -0.053 0.815
C -0.378 0.187 -0.345
C -0.373 -0.404 -1.529
O 0.816 -0.380 -2.171
O 0.901 0.693 0.148
H -2.117 -0.479 1.021
H -1.086 -0.722 -2.288
H 1.435 -0.137 -1.448
```

## Properties
**Total charge**: 0
**LUMO level**: -0.0206 Eh
**SMILES**: O=C1N=C/C(=C/O)O1

=====

Version 3
A cluster of 2 separate species, C4H3NO3 in total, computed with the ωB97M-V functional and the def2-TZVPD basis.

The geometry in XYZ format:
```
11
Properties=species:S:1:pos:R:3
C 0.494 -1.685 -1.163
C 1.617 -0.081 0.899
C -0.767 0.253 -0.566
C -0.760 1.191 0.626
N 0.088 -0.815 -0.415
O 0.886 -2.454 -1.950
O 2.068 -0.945 1.476
O -1.458 0.435 -1.520
H 0.327 1.109 1.015
H -1.535 0.743 1.243
H -0.958 2.249 0.355
```

## Properties
**Total charge**: 0
**LUMO level**: 0.0180 Eh

=====

Quick ranking, most stable first: version 3, version 2, version 1.

=====

Version 1
A cluster of 2 separate species, C5H14NS in total, computed with the ωB97M-V functional and the def2-TZVPD basis.

The geometry in XYZ format:
```
21
Properties=species:S:1:pos:R:3
C -0.122 0.023 -2.816
C 0.532 1.143 2.501
C 1.261 -1.265 -0.277
C -1.633 -1.185 -0.627
C 0.073 1.182 -0.373
N -0.343 0.540 1.496
S -0.110 -0.328 -1.186
H -0.444 -0.797 -3.554
H 0.631 0.619 -3.163
H 0.893 0.184 2.944
H 1.403 1.532 1.958
H -0.080 1.769 3.109
H 1.308 -1.391 0.769
H 2.194 -0.698 -0.512
H 1.077 -2.178 -0.772
H -2.443 -1.135 -1.305
H -1.822 -0.786 0.365
H -1.230 -2.216 -0.456
H -0.748 1.830 -0.709
H 1.179 1.443 -0.357
H -1.165 1.004 1.480
```

## Properties
**Total charge**: +1
**LUMO level**: -0.1468 Eh

=====

Version 2
The ion C5H14NS with charge +1, computed with the ωB97M-V functional and the def2-TZVPD basis.

The geometry in XYZ format:
```
21
Properties=species:S:1:pos:R:3
C 1.723 2.376 2.168
S 0.408 1.221 1.380
C 1.021 1.000 -0.300
C 0.620 -0.472 -0.868
C -0.782 -1.084 -0.394
C -1.080 -2.340 -1.148
N -1.983 -0.226 -0.152
H 1.285 3.354 2.436
H 2.721 2.542 1.640
H 1.788 1.952 3.103
H 2.249 1.052 -0.301
H 0.657 1.747 -0.977
H 1.341 -1.213 -0.625
H 0.683 -0.423 -1.937
H -0.608 -1.514 0.622
H -1.318 -2.299 -2.208
H -1.833 -3.093 -0.745
H -0.042 -2.784 -1.326
H -2.250 0.341 -0.946
H -2.805 -0.723 0.070
H -1.796 0.586 0.511
```

## Properties
**Total charge**: +1
**LUMO level**: -0.1244 Eh
**SMILES**: CSCC[C@H](C)[NH3+]

=====

Quick ranking, most stable first: version 2, version 1.

=====

Version 1
A cluster of 3 separate species, C5H14NS in total, computed with the ωB97M-V functional and the def2-TZVPD basis.

The geometry in XYZ format:
```
21
Properties=species:S:1:pos:R:3
C -0.746 -1.084 0.996
C 0.109 -0.497 -0.083
C -0.329 0.200 -1.191
C 0.996 1.715 1.060
S 1.652 2.413 2.429
C -0.209 1.500 3.199
N 0.188 -1.766 -4.344
H -1.286 -0.283 1.484
H -1.492 -1.535 0.326
H -0.136 -1.869 1.505
H 1.130 -0.743 -0.160
H -1.051 -0.373 -1.932
H 0.120 1.221 -1.458
H -0.025 1.874 0.849
H 1.515 1.165 0.298
H -0.393 0.337 3.293
H 0.062 1.922 4.105
H -1.138 2.048 2.791
H -0.389 -2.527 -4.749
H 0.472 -1.991 -3.383
H 0.950 -1.727 -5.035
```

## Properties
**Total charge**: +1
**LUMO level**: -0.2289 Eh

=====

Version 2
The ion C5H14NS with charge +1, computed with the ωB97M-V functional and the def2-TZVPD basis.

The geometry in XYZ format:
```
21
Properties=species:S:1:pos:R:3
C -3.356 -0.308 -1.040
S -1.946 -1.156 -0.498
C -1.235 0.033 0.677
C 0.205 -0.166 1.197
C 1.199 -0.164 -0.135
C 1.500 1.145 -0.715
N 2.495 -0.794 0.479
H -4.020 -0.914 -1.612
H -3.675 0.431 -0.072
H -3.060 0.424 -1.811
H -1.200 1.055 0.234
H -1.783 0.087 1.625
H 0.489 0.674 1.860
H 0.453 -1.126 1.674
H 0.869 -0.990 -0.808
H 2.442 1.089 -1.237
H 0.736 1.338 -1.492
H 1.498 2.065 -0.028
H 3.022 -1.482 -0.200
H 2.308 -1.324 1.391
H 3.060 0.083 0.511
```

## Properties
**Total charge**: +1
**LUMO level**: -0.1322 Eh
**SMILES**: CSCC[C@@H](C)[NH3+]

=====

Quick ranking, most stable first: version 2, version 1.